Molecular formula: C9H39NO11
Method: DFT, ωB97M-V with the def2-TZVPD basis set

The calculation puts the energy above the lowest of the compared OMol25 structures with the same formula, charge and spin at 41.6 kcal/mol. For the orbital gap, the calculation gives 8.9 eV. As for the SMILES: CC1(C)CCCC(C)(C)N1O.O.O.O.O.O.O.O.O.O.O. The value obtained for the calculated total energy is -33977.1754 eV.

Geometry as XYZ:
```
60
Properties=species:S:1:pos:R:3:forces:R:3:nbo_charge:R:1
O -10.6185 11.7798 -11.8904 -0.1 -0.3 -0.4 -0.980
O -11.8105 8.7949 -9.5636 -0.1 -0.3 0.0 -0.937
O -15.2173 10.7050 -8.0897 -0.1 0.1 0.2 -0.940
O -11.7040 10.1879 -14.0001 -0.2 -0.3 0.0 -0.960
O -9.9725 11.3397 -9.2151 0.0 0.3 -0.3 -0.961
O -15.4483 10.7294 -13.6267 -0.4 0.2 -0.4 -0.591
O -16.2798 8.9695 -10.3874 -0.2 -0.3 -0.2 -0.927
O -12.8500 12.4588 -7.7208 0.0 0.1 -0.3 -0.958
O -16.1107 13.1561 -10.5998 0.2 -0.2 -0.2 -0.963
O -13.6787 10.4870 -10.9665 -0.2 0.2 -0.6 -0.969
O -12.1786 13.8718 -10.2443 -0.2 0.1 -0.2 -0.953
N -16.1150 11.9729 -13.4666 0.4 0.5 1.9 -0.214
C -13.9826 13.2186 -13.4447 0.6 0.5 0.6 -0.625
C -17.5717 11.8103 -13.4215 0.0 0.8 -0.8 0.112
C -15.3611 13.0955 -14.0569 0.0 -0.5 -2.4 0.116
C -17.6367 14.3045 -14.1506 0.3 0.5 0.4 -0.412
C -16.1320 14.4126 -13.9497 0.1 0.6 1.3 -0.406
C -17.9757 10.9645 -12.2248 -0.1 -1.6 -0.8 -0.619
C -15.1578 12.8181 -15.5802 -0.9 0.6 0.2 -0.636
C -18.1994 13.1883 -13.2528 -0.3 1.3 -1.0 -0.406
C -18.1332 11.1949 -14.7600 0.2 0.0 0.7 -0.663
H -11.1862 12.5274 -12.1074 0.0 0.0 0.2 0.485
H -15.9776 12.7279 -11.4713 0.0 0.1 0.2 0.488
H -10.8172 11.1032 -12.5620 0.1 0.4 0.1 0.501
H -14.5224 13.5623 -16.0613 0.5 -0.2 0.2 0.217
H -19.0645 10.9034 -12.1915 0.0 0.2 0.2 0.219
H -14.8337 11.7930 -15.7441 0.2 0.1 -0.2 0.206
H -12.5106 13.3428 -7.5543 0.1 -0.1 0.2 0.455
H -12.7411 8.9235 -9.7870 0.1 0.2 0.0 0.485
H -17.9090 14.3276 -15.2096 0.0 -0.8 0.0 0.203
H -15.6938 15.2217 -14.5410 0.1 -0.5 -0.6 0.223
H -16.1580 9.9115 -10.5270 0.2 0.0 -0.1 0.462
H -13.9469 13.1564 -12.3504 -0.3 -0.3 -0.1 0.204
H -15.5980 10.9770 -8.9282 0.0 0.1 0.0 0.460
H -19.0938 11.6675 -14.9468 -0.2 -0.3 -0.1 0.226
H -15.9190 14.8121 -12.9461 -0.4 -0.2 0.2 0.202
H -14.8395 11.5189 -7.7332 0.2 -0.1 0.0 0.479
H -13.0703 13.7838 -9.8822 0.2 -0.1 0.1 0.479
H -13.9332 10.5631 -11.9003 -0.1 0.1 0.2 0.481
H -17.5665 11.1800 -11.2440 -0.1 0.8 -0.1 0.224
H -12.2414 12.0754 -8.3776 0.0 -0.1 0.3 0.504
H -15.9013 10.2935 -14.3749 0.3 0.1 0.2 0.458
H -19.2566 13.1736 -13.5280 -0.1 -0.5 0.5 0.216
H -18.2561 10.1150 -14.6616 -0.1 0.0 -0.1 0.215
H -16.1237 12.9985 -16.0623 0.0 -0.4 -0.1 0.203
H -13.2711 12.5102 -13.8678 -0.1 -0.2 0.1 0.226
H -11.3880 8.5819 -10.4004 0.0 0.1 0.0 0.452
H -11.6951 14.3728 -9.5796 0.0 0.0 -0.1 0.473
H -18.1102 15.2263 -13.7980 0.2 0.1 0.1 0.219
H -12.1563 9.4244 -13.6179 0.0 0.1 0.0 0.484
H -15.4694 13.8740 -10.5742 -0.1 0.0 0.0 0.460
H -17.5151 11.3930 -15.6361 0.1 0.1 0.1 0.213
H -9.9671 11.4054 -10.1941 -0.3 0.0 0.5 0.500
H -13.1063 11.2511 -10.8116 0.1 -0.2 0.1 0.487
H -9.6453 12.1961 -8.9242 0.2 -0.1 0.0 0.450
H -11.7902 10.0756 -14.9536 0.1 0.1 0.1 0.487
H -17.6393 9.9389 -12.4099 -0.1 0.0 0.0 0.226
H -15.5196 8.5669 -10.8184 0.1 0.1 0.1 0.468
H -18.1211 13.5875 -12.2422 0.1 -0.4 0.2 0.232
H -13.5771 14.2191 -13.6271 -0.1 0.0 -0.3 0.220
```
Forces are in eV/Å.